No. 1
19
Properties=species:S:1:pos:R:3 method="wB97M-V/def2-TZVPD" molar_mass_g_mol=125.12 de_lowest_ev=1.8478 smiles="O=CNCCO.O.O" e_homo_ha=-0.368 orbital_gap_ev=10.81
C -0.755 1.057 0.661
N 0.600 1.236 0.598
C 1.501 0.388 1.344
C 2.168 -0.624 0.398
O 1.780 -0.448 -0.958
O -1.557 1.525 -0.114
H -0.987 0.455 1.525
H 1.099 1.766 -0.093
H 2.201 0.993 1.927
H 0.926 -0.069 2.164
H 3.242 -0.364 0.295
H 2.071 -1.713 0.624
H 0.955 -0.911 -1.171
H -2.633 0.656 -1.776
H -3.338 0.565 -0.565
O -3.157 -0.028 -1.331
H -1.503 -2.196 -1.400
H -1.682 -0.821 -1.018
O -0.929 -1.468 -1.110

No. 2
19
Properties=species:S:1:pos:R:3 method="wB97M-V/def2-TZVPD" molar_mass_g_mol=125.12 de_lowest_ev=7.9442 e_homo_ha=-0.335 orbital_gap_ev=5.95
C -0.818 0.182 -0.527
N 0.351 0.725 -1.009
C 1.505 -0.060 -1.286
C 2.018 -0.644 0.076
O 1.150 -1.596 0.626
O -1.742 1.012 -0.028
H -1.234 -0.479 -1.316
H -0.629 -0.459 0.396
H 2.203 0.618 -1.764
H 1.300 -0.934 -1.896
H 2.131 0.212 0.739
H 3.010 -1.081 -0.090
H 0.753 -2.099 -0.093
H 0.884 2.694 1.411
H 0.308 1.425 0.769
O 0.589 1.805 1.624
H -2.448 0.263 0.273
H -3.475 -1.555 0.231
O -2.589 -1.178 0.142

No. 3
19
Properties=species:S:1:pos:R:3 method="wB97M-V/def2-TZVPD" molar_mass_g_mol=125.12 de_lowest_ev=1.6552 smiles="C[C@@H](N)C(=O)O.O.O" e_homo_ha=-0.365 orbital_gap_ev=10.00
O -0.826 1.729 0.952
C 0.098 1.090 0.530
O -0.001 0.230 -0.499
C 1.428 0.944 1.246
C 1.484 -0.345 2.059
N 2.486 1.041 0.234
H -0.705 0.365 -1.135
H 1.516 1.815 1.879
H 0.932 -0.356 3.001
H 1.028 -1.214 1.575
H 2.538 -0.526 2.261
H 3.364 0.951 0.663
H 2.443 0.238 -0.377
H -3.269 -3.281 1.503
H -2.817 -2.512 0.261
O -3.590 -2.805 0.734
H -0.600 -1.435 -4.722
H -0.532 -0.478 -3.509
O -0.302 -0.570 -4.436

No. 4
19
Properties=species:S:1:pos:R:3 method="wB97M-V/def2-TZVPD" molar_mass_g_mol=125.12 de_lowest_ev=1.2840 e_homo_ha="-0.544 / -0.540" orbital_gap_ev="10.87 / 5.58" charge=+1 multiplicity=2
C -0.375 -0.203 0.825
C 0.263 0.887 1.764
O -0.245 2.122 1.380
C 0.700 -0.759 -0.150
N 0.492 -0.517 -1.416
O 1.617 -1.514 0.224
H -1.094 0.330 0.212
H -0.716 -1.079 1.390
H -0.012 0.673 2.805
H 1.360 0.847 1.690
H 0.101 2.318 0.489
H 1.071 -0.943 -2.150
H -0.259 0.064 -1.775
H 0.791 -3.449 -0.011
H 0.256 -4.697 -0.720
O 0.105 -3.751 -0.610
H -1.146 3.681 -0.715
H -1.872 3.015 -1.865
O -1.037 2.974 -1.366

No. 5
17
Properties=species:S:1:pos:R:3 method="wB97M-V/def2-TZVPD" molar_mass_g_mol=109.19 de_lowest_ev=2.9304 e_homo_ha=-0.322 orbital_gap_ev=8.32
C -0.613 -0.403 -0.881
C 0.276 0.516 -0.109
C -0.154 1.989 -0.262
S 0.985 3.086 0.620
N -0.175 -1.802 -0.890
H -1.603 -0.434 -0.501
H -0.871 -0.073 -1.938
H 1.274 0.615 -0.604
H 0.391 0.190 0.921
H -0.258 2.318 -1.286
H -1.097 2.301 0.304
H 2.319 1.614 0.745
H -0.922 -2.435 -1.208
H 0.700 -1.919 -1.423
H -0.188 -1.909 2.943
H 0.287 -2.068 1.518
O -0.351 -1.587 2.052

No. 6
17
Properties=species:S:1:pos:R:3 method="wB97M-V/def2-TZVPD" molar_mass_g_mol=109.19 de_lowest_ev=1.2885 smiles=C[C@@H](N)CS.O e_homo_ha=-0.310 orbital_gap_ev=9.18
C -0.062 1.332 -1.864
C -0.130 0.098 -0.863
C -1.476 0.158 -0.136
S -1.602 -1.207 1.202
N 0.943 0.214 0.059
H -0.665 1.152 -2.799
H 0.976 1.638 -2.141
H -0.424 2.298 -1.532
H -0.110 -0.842 -1.492
H -1.291 0.962 0.567
H -2.501 0.293 -0.461
H -2.099 -0.313 2.052
H 1.675 0.896 -0.007
H 1.226 -0.720 0.304
H 2.121 -2.712 2.248
H 1.828 -1.319 2.786
O 1.592 -1.929 2.076

No. 7
17
Properties=species:S:1:pos:R:3 method="wB97M-V/def2-TZVPD" molar_mass_g_mol=109.19 de_lowest_ev=0.7180 smiles=CNCCS.O e_homo_ha=-0.332 orbital_gap_ev=9.75
C 0.977 1.936 1.140
N 0.667 0.704 0.429
C -0.576 0.106 0.975
C -0.786 -1.199 0.257
S -2.222 -2.217 0.752
H 1.327 1.687 2.150
H 0.103 2.589 1.260
H 1.796 2.447 0.655
H 0.397 0.984 -0.512
H -0.464 -0.053 2.045
H -1.415 0.805 0.830
H -0.813 -1.059 -0.821
H 0.081 -1.851 0.404
H -1.558 -3.370 0.788
H 0.841 -0.252 -4.202
H 0.811 -1.078 -2.906
O 0.834 -0.178 -3.244

No. 8
17
Properties=species:S:1:pos:R:3 method="wB97M-V/def2-TZVPD" molar_mass_g_mol=109.19 de_lowest_ev=4.7419 e_homo_ha=-0.313 orbital_gap_ev=6.89
C -1.496 -1.984 0.339
N -0.123 -1.366 0.215
C -0.027 -0.088 0.963
C 1.220 0.826 0.549
S 0.820 2.524 0.580
H -1.327 -3.067 0.305
H -2.167 -1.640 -0.490
H -1.873 -1.794 1.330
H 0.042 -1.221 -0.927
H -0.773 0.674 0.553
H -0.002 -0.154 2.021
H 2.021 0.719 1.225
H 1.561 0.366 -0.432
H 2.532 2.636 -0.634
H -0.285 1.067 -2.604
H 0.129 1.676 -1.317
O -0.250 0.826 -1.679

No. 9
18
Properties=species:S:1:pos:R:3 method="wB97M-V/def2-TZVPD" molar_mass_g_mol=141.26 de_lowest_ev=0.2967 smiles=CNCCSS.O e_homo_ha=-0.318 orbital_gap_ev=8.98
S -2.761 1.007 0.212
S -1.022 2.027 0.739
C -0.060 1.772 -0.776
C 0.497 0.365 -0.910
N 1.341 0.031 0.242
C 2.026 -1.235 0.056
H -3.623 1.839 0.786
H 0.744 2.510 -0.719
H -0.653 2.057 -1.653
H -0.317 -0.357 -1.020
H 1.131 0.308 -1.797
H 0.713 -0.071 1.033
H 2.790 -1.141 -0.727
H 2.550 -1.482 0.980
H 1.356 -2.060 -0.219
H -1.703 -2.627 1.290
H -1.839 -1.138 1.137
O -1.171 -1.805 1.346

No. 10
18
Properties=species:S:1:pos:R:3 method="wB97M-V/def2-TZVPD" molar_mass_g_mol=141.26 de_lowest_ev=0.2864 smiles=NCCCSS.O e_homo_ha=-0.330 orbital_gap_ev=9.55
S -0.602 -4.485 -0.932
S -0.620 -2.484 -0.383
C 1.050 -1.964 -0.903
C 1.143 -0.484 -1.285
C 0.759 0.418 -0.118
N 0.785 1.819 -0.486
H -1.303 -4.325 -2.062
H 1.252 -2.584 -1.772
H 1.772 -2.227 -0.135
H 0.416 -0.305 -2.082
H 2.133 -0.288 -1.675
H 1.360 0.223 0.778
H -0.252 0.149 0.171
H 1.207 2.441 0.175
H -0.080 2.141 -0.889
H -2.879 4.219 4.619
H -3.399 3.554 3.310
O -2.744 4.181 3.669

No. 11
18
Properties=species:S:1:pos:R:3 method="wB97M-V/def2-TZVPD" molar_mass_g_mol=141.26 de_lowest_ev=0.6720 smiles=C[C@@H](N)CSS.O e_homo_ha=-0.328 orbital_gap_ev=9.49
N 1.518 -1.491 -0.766
C 0.366 -1.515 0.107
C -0.884 -2.088 -0.587
C -0.065 -0.107 0.509
S 0.371 0.465 2.187
S 2.272 1.292 2.151
H 1.440 -2.194 -1.490
H 2.418 -1.627 -0.331
H 0.442 -2.262 0.902
H -1.137 -1.587 -1.527
H -0.696 -3.076 -1.040
H -1.710 -2.266 0.094
H 0.490 0.589 -0.123
H -1.116 0.120 0.349
H 2.895 0.200 2.628
H -2.691 5.198 -1.687
H -1.512 5.023 -0.595
O -2.401 5.326 -0.781

No. 12
16
Properties=species:S:1:pos:R:3 method="wB97M-V/def2-TZVPD" molar_mass_g_mol=93.19 de_lowest_ev=1.4960 smiles=CNC.CS e_homo_ha=-0.328 orbital_gap_ev=9.79
C -0.939 2.188 -1.356
S -1.971 2.317 0.171
H -0.536 3.238 -1.399
H -0.088 1.510 -1.438
H -1.580 1.959 -2.199
C 1.207 -0.527 1.336
N 0.722 -0.909 -0.068
C 0.249 -2.327 -0.119
H 0.260 -0.386 1.898
H 1.801 -1.419 1.543
H 1.771 0.408 1.279
H -0.962 2.375 1.047
H -0.173 -0.465 -0.187
H -0.850 -2.297 0.173
H 0.737 -3.077 0.502
H 0.352 -2.586 -1.184

No. 13
16
Properties=species:S:1:pos:R:3 method="wB97M-V/def2-TZVPD" molar_mass_g_mol=93.19 de_lowest_ev=0.8824 smiles=CNC.CS e_homo_ha=-0.306 orbital_gap_ev=9.28
C -2.268 0.663 1.856
S -0.633 -0.125 1.926
H -2.252 1.591 1.285
H -2.595 0.882 2.870
H -2.994 0.033 1.356
C 0.795 -1.307 -1.894
N 1.017 0.015 -1.329
C 1.699 0.931 -2.230
H -0.211 -1.679 -1.707
H 1.474 -2.071 -1.492
H 0.985 -1.308 -2.966
H -1.069 -1.353 1.629
H 1.458 -0.070 -0.419
H 2.041 1.801 -1.675
H 2.556 0.492 -2.751
H 0.982 1.280 -2.975

No. 14
16
Properties=species:S:1:pos:R:3 method="wB97M-V/def2-TZVPD" molar_mass_g_mol=93.19 de_lowest_ev=0.5294 smiles=CCN.CS e_homo_ha=-0.331 orbital_gap_ev=9.97
C 2.362 3.899 0.485
S 1.226 3.356 1.791
H 2.006 3.479 -0.446
H 2.375 4.982 0.391
H 3.384 3.591 0.695
C -2.182 -2.697 -2.138
C -1.231 -3.766 -1.617
N -1.498 -4.011 -0.174
H -1.686 -2.009 -2.813
H -3.007 -3.162 -2.678
H -2.577 -2.078 -1.333
H -1.365 -4.679 -2.194
H -0.205 -3.403 -1.669
H -0.748 -4.578 0.213
H -2.302 -4.640 -0.097
H 1.391 2.051 1.556

No. 15
16
Properties=species:S:1:pos:R:3 method="wB97M-V/def2-TZVPD" molar_mass_g_mol=93.19 de_lowest_ev=1.9368 smiles=CNC.CS e_homo_ha=-0.313 orbital_gap_ev=9.26
C -1.950 -2.329 -1.636
S -0.185 -1.619 -2.357
H -2.770 -1.482 -1.732
H -2.056 -3.346 -2.029
H -1.675 -2.380 -0.508
C 1.515 0.280 1.588
N 1.417 1.431 0.684
C 0.247 2.252 0.953
H 2.381 -0.469 1.387
H 1.667 0.702 2.673
H 0.640 -0.442 1.531
H 1.601 1.141 -0.229
H -0.520 -1.361 -3.628
H -0.173 2.776 0.124
H 0.497 3.075 1.649
H -0.638 1.770 1.529

No. 16
16
Properties=species:S:1:pos:R:3 method="wB97M-V/def2-TZVPD" molar_mass_g_mol=89.21 de_lowest_ev=1.8323 e_homo_ha=-0.335 orbital_gap_ev=10.11
C 1.575 1.667 -0.202
C 1.255 0.383 0.553
C 0.700 -0.684 -0.333
N -1.305 -0.453 -0.414
Si -2.181 -1.456 0.662
H 2.329 1.472 -0.962
H 0.689 2.058 -0.695
H 1.960 2.424 0.478
H 0.563 0.586 1.374
H 2.171 -0.003 1.012
H 0.909 -0.594 -1.387
H 0.730 -1.691 0.045
H -1.378 0.548 -0.307
H -3.586 -1.106 0.454
H -1.878 -1.307 2.094
H -1.882 -2.828 0.250

No. 17
20
Properties=species:S:1:pos:R:3 method="wB97M-V/def2-TZVPD" molar_mass_g_mol=202.31 de_lowest_ev=0.3478 e_homo_ha="-0.340 / -0.326" orbital_gap_ev="7.03 / 5.80"
C -0.049 0.540 -1.485
C 2.437 -0.360 0.175
C 0.019 1.122 1.592
O -4.566 -0.925 -1.302
O -3.611 -1.324 0.992
Si 0.553 -0.079 0.215
P -3.594 -0.219 -0.205
S -4.643 1.365 0.438
S -0.411 -1.950 0.605
H -1.113 0.760 -1.463
H 0.477 1.446 -1.771
H 0.123 -0.203 -2.258
H 2.955 0.547 -0.123
H 2.815 -0.656 1.148
H 2.698 -1.142 -0.533
H 0.174 0.693 2.579
H 0.583 2.050 1.545
H -1.036 1.367 1.503
H -4.270 -1.774 -1.641
H -2.736 -1.623 1.267

No. 18
17
Properties=species:S:1:pos:R:3 method="wB97M-V/def2-TZVPD" molar_mass_g_mol=111.19 de_lowest_ev=0.9356 e_homo_ha=-0.100 orbital_gap_ev=6.28 charge=-1
C -0.130 -1.936 -0.270
C 0.383 -0.535 -0.242
C 0.430 0.006 1.209
S 1.514 1.448 1.450
H -0.411 -2.233 -1.272
H -0.995 -2.144 0.363
H 0.693 -2.695 0.016
H 1.423 -0.503 -0.663
H -0.160 0.280 -0.717
H 0.636 -0.837 1.874
H -0.601 0.195 1.493
H 2.225 2.206 -0.784
H 0.827 2.007 -1.063
O 1.588 2.404 -1.503
H -2.937 1.181 0.496
H -1.895 0.772 -0.466
O -2.590 0.382 0.081

No. 19
17
Properties=species:S:1:pos:R:3 method="wB97M-V/def2-TZVPD" molar_mass_g_mol=95.12 de_lowest_ev=0.8595 e_homo_ha=-0.147 orbital_gap_ev=7.98 charge=-1
C -0.111 0.497 -0.339
O -0.479 -0.712 -0.988
C -0.094 0.198 1.301
C 0.967 1.038 2.010
H -0.776 1.375 -0.543
H 0.962 0.797 -0.571
H 0.276 -0.889 1.436
H -1.122 0.243 1.559
H 1.317 0.649 3.020
H 0.581 2.022 2.237
H 1.903 1.201 1.429
H -2.834 0.566 -1.462
H -1.639 -0.421 -1.671
O -2.452 0.058 -2.228
H 0.888 -1.819 -1.137
H 1.008 -2.540 -2.387
O 1.603 -2.263 -1.664

No. 20
18
Properties=species:S:1:pos:R:3 method="wB97M-V/def2-TZVPD" molar_mass_g_mol=111.12 de_lowest_ev=4.7831 e_homo_ha=-0.146 orbital_gap_ev=6.78 charge=-1
C 0.426 0.869 0.030
C -0.479 1.859 -0.642
O -1.816 1.590 -0.368
C 0.183 0.568 1.406
O 1.740 -1.930 1.197
H -0.351 -0.072 0.512
H 1.360 0.557 -0.415
H -0.296 1.855 -1.726
H -0.238 2.894 -0.374
H -1.705 -1.091 -0.149
H -0.675 1.019 1.898
H 0.892 -0.141 1.857
H 2.227 -2.541 1.749
H 1.281 -1.765 -0.432
O 0.929 -1.956 -1.345
H -1.905 0.510 -0.709
H 0.079 -1.500 -1.461
O -1.653 -0.725 -1.028

No. 21
18
Properties=species:S:1:pos:R:3 method="wB97M-V/def2-TZVPD" molar_mass_g_mol=111.12 de_lowest_ev=6.8717 e_homo_ha=-0.161 orbital_gap_ev=7.78 charge=-1
C 0.112 -0.226 1.047
C -1.399 -0.573 1.117
O -2.023 -1.308 0.091
C 0.261 1.065 0.361
O 2.445 0.933 0.508
H 0.582 -0.083 -0.082
H 0.748 -0.432 1.896
H -1.508 -0.959 2.161
H -1.987 0.359 1.101
H -1.494 -0.924 -0.991
H -0.604 1.457 -0.157
H 1.011 1.832 0.406
H 3.383 0.998 0.311
H 1.813 -0.079 -0.658
O 1.378 -0.819 -1.161
H -1.974 -0.409 -2.564
H 0.509 -0.525 -1.445
O -1.252 -0.308 -1.942

No. 22
18
Properties=species:S:1:pos:R:3 method="wB97M-V/def2-TZVPD" molar_mass_g_mol=111.12 de_lowest_ev=6.8413 e_homo_ha=-0.190 orbital_gap_ev=5.33 charge=-1
C 1.226 -0.118 0.754
O 0.444 -1.026 1.422
C 0.600 0.525 -0.478
C -0.019 -0.533 -1.413
O 3.385 0.246 -0.823
H 1.646 0.687 1.377
H 2.190 -0.630 0.348
H 1.478 0.825 -1.045
H -0.106 1.317 -0.247
H 0.815 -1.161 -1.737
H -0.766 -1.124 -0.890
H -0.453 -0.060 -2.291
H -0.535 -0.688 1.376
H -2.461 -0.007 2.042
O -2.019 -0.313 1.237
H -2.434 0.471 0.133
H -3.054 1.881 -0.394
O -2.732 1.050 -0.727

No. 23
36
Properties=species:S:1:pos:R:3 method="wB97M-V/def2-TZVPD" molar_mass_g_mol=520.13 e_homo_ha="-0.614 / -0.614" orbital_gap_ev="10.29 / 4.67" charge=+2 multiplicity=3
Ag -0.501 -0.549 -0.411
C 0.815 2.263 2.256
F 1.486 3.438 2.054
F 0.750 1.925 3.554
F -0.434 2.383 1.636
S 1.860 0.935 1.399
O 2.221 1.334 0.065
O 3.096 0.716 2.191
N 0.861 -0.554 1.339
S 1.613 -1.505 2.380
O 2.585 -2.425 1.825
O 1.832 -0.864 3.703
C 0.152 -2.731 2.815
F -0.280 -3.414 1.806
F 0.491 -3.530 3.845
F -0.927 -1.926 3.206
O -2.474 -1.331 0.604
H -3.175 -1.831 0.188
H -2.620 -1.448 1.543
O -1.659 -0.604 -2.481
H -2.475 -0.210 -2.790
H -1.244 -0.948 -3.272
O 1.462 -0.804 -1.736
H 1.891 -0.136 -2.271
H 2.142 -1.459 -1.578
O -0.713 -2.778 -1.068
H -0.149 -3.539 -1.208
H -1.501 -2.966 -1.578
C -0.577 2.359 -1.946
O -0.398 1.396 -1.196
N 0.367 2.923 -2.705
N -1.682 3.037 -2.082
H 1.292 2.531 -2.602
H 0.166 3.792 -3.179
H -1.787 3.779 -2.760
H -2.485 2.742 -1.546

No. 24
26
Properties=species:S:1:pos:R:3 method="wB97M-V/def2-TZVPD" molar_mass_g_mol=239.93 de_lowest_ev=0.0000 e_homo_ha=-0.431 orbital_gap_ev=3.40 charge=+1
Mg -2.662 0.084 3.648
Cl -1.011 -0.714 2.353
C 2.740 0.861 1.466
O 3.800 1.225 1.009
N 2.337 -0.447 1.492
N 1.839 1.724 2.028
H 1.490 -0.679 1.978
H 2.779 -1.173 0.956
H 2.062 2.694 2.141
H 0.954 1.382 2.349
C -2.337 1.850 -0.768
O -3.255 1.513 -0.011
N -2.517 2.779 -1.728
N -1.066 1.428 -0.524
H -1.884 2.870 -2.502
H -3.473 3.080 -1.810
H -0.924 1.004 0.368
H -0.368 1.312 -1.238
C 0.730 -2.536 -1.221
O 1.871 -2.371 -0.868
N 0.372 -2.885 -2.503
N -0.375 -2.322 -0.434
H -0.590 -3.134 -2.660
H 1.013 -3.157 -3.223
H -0.218 -1.910 0.465
H -1.309 -2.480 -0.764

No. 25
26
Properties=species:S:1:pos:R:3 method="wB97M-V/def2-TZVPD" molar_mass_g_mol=247.03 de_lowest_ev=6.8171 e_homo_ha="-0.305 / -0.340" orbital_gap_ev="6.93 / 7.54" multiplicity=4
Ti -1.897 0.009 1.778
F -0.849 -0.085 0.311
C 0.048 2.820 0.652
O 0.124 3.965 0.935
N -1.036 2.085 0.688
N 1.043 2.126 0.303
H -1.903 2.449 1.058
H -0.877 1.097 0.550
H 0.919 1.127 0.386
H 1.859 2.721 0.295
C -1.109 -1.820 -2.028
O -1.023 -2.772 -2.842
N -1.723 -0.720 -2.112
N -0.448 -1.927 -1.008
H -1.566 -0.213 -1.252
H -2.643 -0.570 -2.500
H -0.555 -1.317 -0.210
H 0.154 -2.727 -0.876
C 1.915 -0.831 0.839
O 3.016 -1.169 1.237
N 1.602 -0.460 -0.315
N 0.947 -0.888 1.641
H 2.239 -0.526 -1.096
H 0.606 -0.491 -0.483
H 1.196 -1.117 2.593
H -0.038 -0.766 1.455

No. 26
17
Properties=species:S:1:pos:R:3 method="wB97M-V/def2-TZVPD" molar_mass_g_mol=76.14 de_lowest_ev=0.9721 smiles=CNC.CN e_homo_ha=-0.302 orbital_gap_ev=9.31
C 2.256 0.432 -0.451
N 1.858 -0.634 0.515
H 2.997 0.006 -1.122
H 2.694 1.294 0.059
H 1.369 0.811 -0.950
H 2.330 -0.448 1.389
H 0.871 -0.547 0.672
C -1.497 0.745 0.937
N -1.862 -0.468 0.221
C -1.240 -0.803 -1.022
H -0.675 1.218 0.393
H -2.276 1.511 0.796
H -1.258 0.597 1.985
H -2.333 -1.136 0.805
H -1.335 0.108 -1.633
H -1.718 -1.592 -1.601
H -0.183 -1.093 -0.991